[1]
One molecule with the formula C4H6N2O in a non-equilibrium geometry, computed with the ωB97M-V functional and the def2-TZVPD basis.

```
13
Properties=species:S:1:pos:R:3:forces:R:3
C 2.287 -0.940 -0.103 0.7 -1.0 -0.7
C 1.377 -0.170 -0.260 0.5 0.2 0.3
C 0.387 0.930 -0.306 -1.0 -0.9 1.0
O 0.100 1.423 1.005 0.7 0.7 -0.7
C -0.946 0.439 -0.925 1.1 0.6 -1.8
N -1.615 -0.559 -0.521 -0.8 0.8 0.1
N -1.178 -1.061 0.706 -0.5 -1.6 1.5
H 3.094 -1.692 -0.184 -1.0 1.0 0.4
H 0.845 1.723 -0.875 -0.2 0.4 -0.2
H -0.418 0.736 1.422 -0.4 -0.5 0.4
H -1.241 0.982 -1.870 0.0 -0.9 1.1
H -0.313 -1.579 0.610 0.4 0.2 -0.1
H -1.845 -1.761 1.125 0.6 1.2 -1.2
```
Positions in Å, forces in eV/Å.

Summary:
- molar mass (Da) = 98.11
- max |F| (eV/Å) = 2.24
- structure (SMILES) = C#C[C@H](O)/C=N\N
- orbital gap (eV) = 10.264
- relative energy (zero: lowest compared OMol25 entry of this formula, charge and spin) (eV) = 4.317
- E_HOMO (hartree) = -0.344
- E_LUMO (eV) = 0.9
- multiplicity = 1
- energy (hartree) = -340.6363

[2]
C2H3FS2 as an isolated structure in a non-equilibrium geometry, computed with the ωB97M-V functional and the def2-TZVPD basis.

```
8
Properties=species:S:1:pos:R:3:forces:R:3
C -0.303 0.634 -1.023 -1.0 0.3 2.8
C 0.310 -0.561 1.005 -2.2 -0.6 -0.2
F 1.108 -1.442 1.601 0.3 -0.3 -0.3
S 1.186 0.712 0.078 -0.8 -0.1 -0.1
S -0.655 -1.177 -0.938 0.8 1.4 3.3
H -1.078 1.382 -0.540 1.2 -1.8 -1.4
H -0.074 0.765 -2.023 0.4 1.2 -1.8
H -0.494 -0.313 1.840 1.2 -0.1 -2.3
```
Positions in Å, forces in eV/Å.

Summary:
- molar mass (Da) = 110.18
- max |F| (eV/Å) = 3.64
- orbital gap (eV) = 8.351
- relative energy (zero: lowest compared OMol25 entry of this formula, charge and spin) (eV) = 1.695
- E_HOMO (hartree) = -0.327
- E_LUMO (eV) = -0.5
- multiplicity = 1
- energy (hartree) = -974.1569

[3]
C46H38ClGeIN6O6SW as an isolated structure, computed with the ωB97M-V functional and the def2-TZVPD basis.

```
101
Properties=species:S:1:pos:R:3:forces:R:3
W -1.098 -1.437 -0.598 0.2 0.5 -0.6
C -5.612 -0.527 -0.578 0.0 0.0 0.0
C -4.802 -0.217 0.642 -0.2 -0.1 0.0
N -5.364 0.450 1.641 0.0 0.0 0.0
C -4.634 0.664 2.728 0.0 -0.1 0.0
C -3.311 0.275 2.911 -0.1 0.0 0.1
C -2.805 0.532 4.320 0.0 0.0 -0.1
O -1.465 0.151 4.532 0.1 -0.1 0.0
C -2.672 -0.355 1.835 0.1 0.1 0.1
C -1.195 -0.724 1.773 0.1 -0.1 0.3
N -0.962 -2.104 1.285 0.1 -0.1 0.1
C -0.072 -2.849 2.057 -0.2 0.0 0.0
C -0.241 -2.931 3.442 0.1 -0.1 0.1
C 0.668 -3.620 4.226 -0.1 0.0 0.0
C 1.767 -4.249 3.658 0.0 0.0 -0.1
C 1.949 -4.187 2.284 0.0 0.0 0.1
C 1.036 -3.494 1.508 -0.1 0.0 0.1
I 1.283 -3.363 -0.535 0.2 0.2 -0.1
C -3.475 -0.625 0.724 0.3 -0.1 -0.1
O -2.969 -1.283 -0.353 -0.2 0.1 0.4
H -6.573 -0.024 -0.503 0.0 0.0 0.0
H -5.776 -1.603 -0.668 0.0 0.0 0.0
H -5.097 -0.208 -1.485 0.0 0.0 0.0
H -5.142 1.182 3.538 0.0 0.0 0.0
H -3.446 -0.038 5.003 0.0 0.0 0.0
H -2.954 1.591 4.553 0.0 0.0 0.0
H -1.026 0.779 5.115 0.0 0.0 0.0
H -0.764 -0.605 2.761 0.1 0.1 0.0
H -1.097 -2.452 3.897 0.0 0.0 0.0
H 0.508 -3.671 5.295 0.0 0.0 0.0
H 2.475 -4.786 4.273 0.0 0.0 0.0
H 2.799 -4.670 1.821 0.0 0.0 0.0
S -1.231 0.981 -0.501 0.1 -0.3 -0.1
C -2.183 0.046 -3.041 -0.1 0.0 -0.2
N -2.910 0.995 -3.133 0.1 0.0 0.4
N -2.929 2.079 -3.957 -0.1 -0.1 -0.2
C -1.703 2.658 -4.363 -0.1 0.1 0.0
C -0.474 2.037 -4.220 0.1 0.0 0.0
C 0.677 2.694 -4.645 0.0 0.0 0.0
C 0.611 3.953 -5.213 0.0 0.0 0.0
C -0.629 4.567 -5.357 0.0 0.0 0.0
C -1.779 3.927 -4.938 0.1 0.0 0.0
N -1.706 -1.103 -2.918 0.1 0.0 -0.6
N -0.362 -1.292 -2.418 -0.4 -0.6 -0.1
C 0.372 -2.127 -3.319 0.2 0.3 0.2
C 1.704 -1.799 -3.541 0.0 -0.1 -0.1
C 2.482 -2.599 -4.368 0.0 0.0 0.0
C 1.921 -3.709 -4.980 0.0 0.0 0.0
C 0.582 -4.014 -4.767 0.0 0.0 0.0
C -0.204 -3.228 -3.939 0.0 -0.1 0.0
H -3.599 2.749 -3.609 0.1 -0.1 0.0
H -0.368 1.060 -3.767 0.0 0.0 0.0
H 1.633 2.205 -4.515 0.0 0.0 0.0
H 1.511 4.455 -5.541 0.0 0.0 0.0
H -0.703 5.550 -5.802 0.0 0.0 0.0
H -2.744 4.406 -5.053 0.0 0.0 0.0
H 2.115 -0.913 -3.081 0.0 0.0 0.0
H 3.519 -2.343 -4.540 0.0 0.0 0.0
H 2.522 -4.330 -5.631 0.0 0.0 0.0
H 0.142 -4.880 -5.242 0.0 0.0 0.0
H -1.241 -3.469 -3.754 0.0 0.0 0.0
O -3.364 -3.905 0.440 0.2 -0.2 -0.2
Cl -2.452 -4.504 -0.475 0.1 0.4 -0.5
O -1.395 -5.199 0.190 -0.2 0.1 -0.1
O -3.109 -5.300 -1.455 0.2 0.1 0.3
O -1.774 -3.376 -1.308 -0.2 -0.3 0.7
C -0.302 0.035 0.663 -0.7 0.5 0.3
Ge 1.295 1.078 1.224 0.3 -0.4 0.0
C 1.281 1.243 3.155 0.0 0.0 0.2
C 1.718 0.162 3.924 -0.1 0.1 0.1
C 1.766 0.248 5.308 -0.1 0.0 0.0
C 1.360 1.414 5.944 0.0 0.0 0.0
C 0.917 2.496 5.193 0.0 0.0 0.0
C 0.886 2.411 3.805 0.1 0.0 0.1
C 1.246 2.805 0.331 -0.1 0.1 -0.1
C 0.194 3.704 0.526 0.0 0.0 0.0
C 0.126 4.893 -0.181 0.0 0.0 0.0
C 1.114 5.203 -1.108 0.0 0.0 0.0
C 2.170 4.330 -1.305 0.0 0.0 0.0
C 2.238 3.140 -0.588 0.0 0.1 0.0
C 2.990 0.244 0.741 0.0 0.0 0.0
C 4.097 0.244 1.591 0.0 0.0 0.0
C 5.311 -0.288 1.177 0.0 0.0 -0.1
C 5.439 -0.823 -0.098 0.0 0.0 0.0
C 4.355 -0.809 -0.962 0.0 0.0 0.0
C 3.147 -0.274 -0.540 0.0 0.0 -0.1
H 2.026 -0.761 3.443 0.0 0.0 0.0
H 2.109 -0.598 5.890 0.0 0.0 0.0
H 1.395 1.484 7.024 0.0 0.0 0.0
H 0.611 3.409 5.686 0.0 0.0 0.0
H 0.564 3.271 3.232 0.0 0.0 0.0
H -0.605 3.467 1.221 0.0 0.0 0.0
H -0.700 5.573 -0.020 0.0 0.0 0.0
H 1.054 6.122 -1.678 0.0 0.0 0.0
H 2.947 4.571 -2.020 0.0 0.0 0.0
H 3.073 2.471 -0.754 0.0 0.0 0.0
H 4.018 0.664 2.586 0.0 0.0 0.0
H 6.159 -0.281 1.849 0.0 0.0 0.0
H 6.383 -1.248 -0.415 0.0 0.0 0.0
H 4.447 -1.225 -1.958 0.0 0.0 0.0
H 2.307 -0.250 -1.224 -0.1 0.0 0.0
```
Positions in Å, forces in eV/Å.

Summary:
- molar mass (Da) = 1221.72
- max |F| (eV/Å) = 0.94
- orbital gap (eV) = 7.069
- E_HOMO (hartree) = -0.292
- E_LUMO (eV) = -0.9
- multiplicity = 1
- energy (hartree) = -5855.4258

[4]
One molecule with the formula C18H20FNOS, computed with the ωB97M-V functional and the def2-TZVPD basis.

```
42
Properties=species:S:1:pos:R:3:forces:R:3
O 1.065 -0.696 -1.326 0.3 0.0 -0.4
C 0.182 -0.506 -0.519 -0.3 0.3 0.5
C -0.073 0.845 0.143 0.3 0.0 -0.3
C 0.679 1.944 -0.589 0.0 0.3 0.4
S 0.541 3.560 0.231 0.0 0.0 0.1
C 1.702 3.331 1.636 -0.5 0.0 -0.4
C 3.065 2.956 1.159 0.3 -0.1 0.0
C 3.820 3.860 0.419 0.0 0.0 0.0
C 5.070 3.512 -0.056 -0.1 0.0 0.0
C 5.593 2.255 0.200 0.0 -0.3 0.1
C 4.832 1.364 0.933 0.1 0.1 -0.1
F 5.328 0.138 1.199 0.0 0.1 0.0
C 3.576 1.690 1.411 0.1 0.0 0.0
N -0.644 -1.483 -0.079 -0.3 -0.3 0.2
C -0.652 -2.807 -0.656 0.1 -0.1 -0.2
C -1.802 -2.981 -1.664 0.2 0.0 0.2
C -3.126 -2.757 -0.991 0.0 0.0 -0.2
C -3.762 -3.794 -0.319 0.0 0.0 0.0
C -4.955 -3.576 0.347 0.0 -0.1 0.1
C -5.525 -2.314 0.356 -0.1 0.0 0.0
C -4.899 -1.274 -0.309 -0.1 0.1 0.1
C -3.708 -1.495 -0.977 0.0 0.0 0.0
H 0.269 0.777 1.179 -0.1 0.0 0.0
H -1.144 1.062 0.156 0.0 0.0 0.1
H 1.736 1.695 -0.682 -0.1 0.0 -0.1
H 0.267 2.090 -1.586 0.1 0.0 0.0
H 1.284 2.583 2.309 0.1 0.1 0.1
H 1.704 4.301 2.132 0.0 0.0 0.1
H 3.411 4.838 0.210 0.0 0.1 0.0
H 5.645 4.222 -0.629 0.1 0.1 0.0
H 6.566 1.961 -0.159 0.1 -0.1 0.0
H 3.018 0.958 1.976 -0.1 -0.1 0.1
H -1.426 -1.244 0.511 0.1 0.1 0.0
H 0.307 -2.937 -1.160 -0.1 -0.1 0.1
H -0.746 -3.542 0.148 0.0 0.0 -0.1
H -1.750 -3.989 -2.076 0.0 0.0 -0.1
H -1.664 -2.264 -2.475 0.0 0.0 0.0
H -3.320 -4.780 -0.324 0.0 -0.1 0.0
H -5.441 -4.392 0.860 0.0 -0.1 0.0
H -6.456 -2.143 0.875 -0.1 0.0 0.0
H -5.341 -0.288 -0.310 0.0 0.1 0.0
H -3.226 -0.682 -1.503 0.0 0.1 -0.1
```
Positions in Å, forces in eV/Å.

Summary:
- molar mass (Da) = 317.43
- max |F| (eV/Å) = 0.69
- structure (SMILES) = O=C(CCSCc1cccc(F)c1)NCCc1ccccc1
- orbital gap (eV) = 9.180
- relative energy (zero: lowest compared OMol25 entry of this formula, charge and spin) (eV) = 0.117
- E_HOMO (hartree) = -0.314
- E_LUMO (eV) = 0.6
- multiplicity = 1
- energy (hartree) = -1325.9856

[5]
One molecule with the formula C2H8N4S in a non-equilibrium geometry, computed with the ωB97M-V functional and the def2-TZVPD basis.

```
15
Properties=species:S:1:pos:R:3:forces:R:3
C 1.562 -1.330 0.539 1.4 -1.2 2.0
S 0.372 -0.966 -0.673 -1.4 -2.1 -1.6
C -0.420 0.422 -0.019 0.3 1.5 0.2
N 0.278 1.484 0.071 -1.9 1.3 1.4
N 1.613 1.475 -0.290 -0.1 2.9 -1.8
N -1.752 0.420 0.404 -0.1 -2.0 0.5
N -2.811 -0.309 -0.229 1.0 -1.5 2.3
H 2.249 -0.512 0.732 0.4 -0.1 -0.5
H 1.180 -1.569 1.523 -0.9 0.3 0.2
H 2.054 -2.315 0.368 0.0 1.0 -0.8
H 1.737 2.458 -0.779 0.0 -2.3 1.6
H 1.517 0.879 -1.095 1.4 -0.9 -0.9
H -2.174 1.248 0.714 0.3 1.5 0.6
H -2.708 -0.036 -1.144 -0.4 0.0 -3.0
H -2.696 -1.349 -0.120 0.1 1.6 -0.2
```
Positions in Å, forces in eV/Å.

Summary:
- molar mass (Da) = 120.18
- max |F| (eV/Å) = 3.45
- structure (SMILES) = CS/C(=N\N)NN
- orbital gap (eV) = 9.062
- relative energy (zero: lowest compared OMol25 entry of this formula, charge and spin) (eV) = 1.775
- E_HOMO (hartree) = -0.307
- E_LUMO (eV) = 0.7
- multiplicity = 1
- energy (hartree) = -698.1034

Question: Number 5 is which compound?
Answer: C2H8N4S